Entry 1:
# C21H27

The ion C21H27 with charge +1 at a distorted geometry (ωB97M-V/def2-TZVPD, the OMol25 dataset).

Positions of all 48 atoms, in Å:
C  -3.27  -0.58  2.96
C  -2.12  -0.26  1.98
C  -2.37  -0.87  0.66
C  -1.70  1.23  1.98
C  -0.82  0.88  3.27
C  -0.67  -0.56  2.67
C  0.36  -0.60  1.61
C  1.55  -1.38  1.81
C  0.30  0.44  0.47
C  -0.77  1.54  0.81
H  -3.11  -0.20  3.97
H  -4.19  -0.13  2.55
H  -3.42  -1.67  3.01
H  -1.54  -0.70  0.00
H  -2.52  -1.96  0.72
H  -3.25  -0.40  0.20
H  -2.52  1.93  2.19
H  0.08  1.47  3.46
H  -1.46  0.88  4.18
H  -0.69  -1.37  3.39
H  1.29  -2.26  2.39
H  2.04  -1.69  0.90
H  2.29  -0.82  2.39
H  1.27  0.88  0.43
H  -1.37  1.83  -0.05
H  -0.12  2.34  1.09
C  0.34  -1.53  -1.27
C  -1.01  -1.87  -1.96
C  -1.60  -0.53  -2.32
C  -0.82  0.50  -1.93
C  0.40  0.05  -1.08
C  1.74  0.62  -1.84
C  1.70  1.84  -2.48
C  2.84  2.35  -3.10
C  4.04  1.61  -3.15
C  4.05  0.35  -2.53
C  2.89  -0.15  -1.89
H  0.53  -2.17  -0.39
H  1.09  -1.68  -2.02
H  -0.78  -2.41  -2.88
H  -1.65  -2.50  -1.36
H  -2.53  -0.47  -2.86
H  -0.98  1.56  -2.26
H  0.80  2.43  -2.54
H  2.82  3.35  -3.55
H  4.94  2.03  -3.62
H  4.98  -0.22  -2.54
H  2.97  -1.15  -1.48

Summary:
Electronic energy (eV): -22205.212
Max |F| (hartree/bohr): 0.04800
Gap between HOMO and LUMO (eV): 6.58
Total charge: +1
E_HOMO (eV): -11.95


Entry 2:
# C7H10N2O4

An isolated molecule of C7H10N2O4 at a distorted geometry (ωB97M-V/def2-TZVPD, the OMol25 dataset).

Positions of all 23 atoms, in Å:
C  -3.41  -0.16  0.68
N  -2.78  0.91  0.81
N  -1.87  0.99  -0.20
C  -0.41  1.20  0.38
O  0.39  1.59  -0.60
C  1.41  0.62  -0.88
C  2.79  0.91  -0.22
O  2.93  0.10  0.88
C  2.22  -1.12  0.57
C  0.95  -0.64  -0.11
O  -0.01  -0.05  0.85
O  -1.92  -0.14  -1.09
C  -2.84  -1.03  -0.48
H  -4.13  -0.46  1.44
H  -0.44  1.95  1.18
H  1.47  0.58  -1.96
H  3.56  0.80  -0.98
H  2.66  1.85  0.22
H  2.11  -1.74  1.55
H  2.82  -1.65  -0.20
H  0.42  -1.43  -0.58
H  -2.33  -1.75  0.02
H  -3.60  -1.34  -1.24

Summary:
Electronic energy (eV): -18586.711
Max |F| (hartree/bohr): 0.07579
Gap between HOMO and LUMO (eV): 9.00
E_HOMO (eV): -8.19
SMILES: C1=NN([C@@H]2O[C@H]3COC[C@H]3O2)OC1


Entry 3:
# C8H16IN3P

The ion C8H16IN3P with charge +1 at a distorted geometry (ωB97M-V/def2-TZVPD, the OMol25 dataset).

Positions of all 29 atoms, in Å:
C  1.40  2.07  -0.73
C  -1.51  -4.00  -0.43
C  -0.08  -0.52  1.06
C  -0.84  -1.77  0.75
C  -1.14  0.73  -0.73
C  -0.59  0.34  2.23
C  -0.85  0.74  -2.27
C  2.52  0.19  -0.07
N  0.13  0.14  -0.20
N  -2.31  -0.17  -0.70
N  1.25  0.91  -0.24
P  -0.29  -2.85  -0.58
I  -4.05  0.68  0.07
H  0.55  2.61  -0.88
H  2.43  2.58  -0.78
H  -1.51  -4.79  -1.27
H  -2.24  -3.96  0.41
H  0.99  -0.97  1.28
H  -1.44  -2.20  1.49
H  -1.33  1.75  -0.21
H  -0.41  1.40  2.06
H  -0.19  0.07  3.26
H  -1.77  0.17  2.16
H  0.21  0.64  -2.50
H  -1.29  1.56  -2.79
H  -1.31  -0.23  -2.49
H  2.75  0.30  1.08
H  3.32  0.55  -0.75
H  2.34  -0.92  -0.30

Summary:
Electronic energy (eV): -30400.832
Max |F| (hartree/bohr): 0.08489
Gap between HOMO and LUMO (spin up / spin down) (eV): 6.64 / 7.81
Total charge: +1
E_HOMO (spin up / spin down) (eV): -11.11 / -12.17


Entry 4:
# C3H8N2O

An isolated molecule of C3H8N2O at a distorted geometry (ωB97M-V/def2-TZVPD, the OMol25 dataset).

Positions of all 14 atoms, in Å:
C  -0.53  -1.63  0.36
C  -0.90  -0.30  -0.34
O  -1.13  -0.37  -1.77
C  0.18  0.65  -0.11
N  1.02  0.77  0.84
N  1.95  1.74  0.53
H  -1.44  -2.26  0.43
H  0.17  -2.17  -0.26
H  -0.18  -1.52  1.39
H  -1.73  0.13  0.28
H  -1.61  -1.19  -1.96
H  0.24  1.54  -0.69
H  1.57  2.47  -0.05
H  2.40  2.11  1.35

Summary:
Electronic energy (eV): -8266.423
Max |F| (hartree/bohr): 0.03808
Gap between HOMO and LUMO (eV): 9.71
E_HOMO (eV): -8.80
SMILES: C[C@H](O)/C=N/N


Entry 5:
# C3Li2O3Pr

A structure of composition C3Li2O3Pr at a distorted geometry (ωB97M-V/def2-TZVPD, the OMol25 dataset).

Positions of all 9 atoms, in Å:
O  -2.95  -0.03  -0.11
C  -1.88  0.44  -0.22
O  -0.95  1.11  -0.02
Pr  1.65  1.40  0.05
Li  -2.83  -2.32  -0.11
C  -0.86  -2.06  -0.42
C  0.22  -1.65  0.03
O  1.34  -1.02  0.23
Li  2.85  -2.03  -0.01

Summary:
Electronic energy (eV): -23715.423
Max |F| (hartree/bohr): 0.06209
Gap between HOMO and LUMO (spin up / spin down) (eV): 6.08 / 6.09
Total charge: +2
E_HOMO (spin up / spin down) (eV): -14.56 / -14.57
Spin multiplicity: 4


Entry 6:
# C39H44HfSb

A structure of composition C39H44HfSb at a distorted geometry (ωB97M-V/def2-TZVPD, the OMol25 dataset).

Positions of all 85 atoms, in Å:
C  -1.01  -0.53  2.19
C  -2.21  -0.66  1.42
C  -2.77  0.66  1.23
C  -1.89  1.60  1.85
C  -0.77  0.87  2.42
Hf  -0.94  0.62  -0.14
C  -0.19  4.33  -1.71
C  0.50  3.29  -1.12
H  1.20  2.75  -1.74
C  0.26  2.67  0.17
H  -0.23  3.31  0.90
H  1.18  2.24  0.62
C  -0.19  4.26  -3.23
H  0.19  3.27  -3.55
H  -1.19  4.32  -3.62
H  0.38  4.99  -3.77
C  -1.62  4.57  -1.22
H  -1.93  3.67  -0.65
H  -1.87  5.40  -0.57
H  -2.29  4.58  -2.10
C  -2.99  -1.93  1.35
H  -2.35  -2.77  1.07
H  -3.44  -2.16  2.34
H  -3.80  -1.86  0.62
C  -4.18  0.96  0.84
H  -4.50  0.38  -0.02
H  -4.86  0.72  1.69
H  -4.31  2.02  0.62
C  -2.26  2.99  2.27
H  -2.99  3.42  1.58
H  -2.71  2.96  3.28
H  -1.40  3.65  2.33
C  0.23  1.41  3.35
H  0.25  2.51  3.33
H  0.02  1.10  4.39
H  1.23  1.06  3.10
C  -0.39  -1.62  2.98
H  0.58  -1.32  3.39
H  -1.04  -1.91  3.82
H  -0.22  -2.50  2.35
C  -2.17  -0.30  -1.96
C  -2.69  0.30  -3.31
C  -3.00  -1.41  -1.75
C  -3.98  0.81  -3.12
H  -2.24  0.59  -4.26
C  -4.39  -1.24  -1.98
H  -2.67  -2.38  -1.37
C  -4.90  -0.03  -2.51
H  -4.27  1.83  -3.46
H  -5.10  -2.00  -1.72
H  -5.94  0.28  -2.45
C  4.73  -2.39  -3.93
C  3.37  -2.64  -4.06
C  2.47  -2.19  -3.07
C  2.95  -1.49  -1.95
C  4.32  -1.27  -1.82
C  5.21  -1.70  -2.81
Sb  1.48  -0.88  -0.43
C  1.12  -2.91  0.29
C  -0.06  -3.55  -0.13
C  -0.43  -4.77  0.44
C  0.40  -5.40  1.39
C  1.62  -4.78  1.74
C  1.98  -3.56  1.17
C  2.90  0.15  0.89
C  3.12  -0.24  2.21
C  3.93  0.54  3.05
C  4.54  1.70  2.57
C  4.36  2.07  1.24
C  3.54  1.30  0.40
H  5.43  -2.73  -4.71
H  2.98  -3.18  -4.92
H  1.41  -2.39  -3.19
H  4.71  -0.76  -0.93
H  6.28  -1.50  -2.70
H  -0.68  -3.11  -0.90
H  -1.36  -5.25  0.14
H  0.11  -6.34  1.83
H  2.28  -5.27  2.46
H  2.96  -3.12  1.43
H  2.66  -1.16  2.61
H  4.09  0.22  4.09
H  5.17  2.30  3.23
H  4.84  2.97  0.84
H  3.40  1.61  -0.64

Summary:
Electronic energy (eV): -48988.745
Max |F| (hartree/bohr): 0.08941
Gap between HOMO and LUMO (eV): 6.13
Total charge: +1
E_HOMO (eV): -10.08